# C2H4N2O2

One molecule with the formula C2H4N2O2 at a distorted geometry (ωB97M-V/def2-TZVPD, the Open Molecules 2025 dataset).

Each line ends with the natural charge from an NBO analysis.
Atoms and positions in Å:
1 O -1.160 -0.108 -1.204  -0.513
2 O 1.876 1.414 0.324  -0.526
3 N 0.874 0.652 -0.146  -0.012
4 N -1.538 -1.018 -0.334  -0.077
5 C 0.462 -0.156 0.742  -0.085
6 C -0.698 -0.981 0.597  -0.059
7 H -0.871 -1.764 1.305  0.194
8 H 0.881 -0.197 1.748  0.163
9 H 2.293 0.985 1.125  0.436
10 H -1.971 -0.083 -1.807  0.479

Summary:
Kohn-Sham gap   9.8094 eV
2S+1   1
SMILES   O/N=C\C=N\O



# C2H4N2O2

One molecule with the formula C2H4N2O2 at a distorted geometry (ωB97M-V/def2-TZVPD, the Open Molecules 2025 dataset).

Each line ends with the natural charge from an NBO analysis.
Atoms and positions in Å:
1 O -0.646 0.523 0.744  -0.517
2 O 1.257 1.778 0.313  -0.543
3 N 0.533 -1.350 0.056  -0.827
4 N -0.891 -0.127 -1.399  -0.698
5 C 0.206 1.575 0.842  0.656
6 C -0.313 -0.325 -0.313  0.675
7 H 0.567 -2.048 -0.645  0.391
8 H 0.406 -1.565 1.040  0.399
9 H -0.345 2.415 1.468  0.117
10 H -0.774 -0.878 -2.106  0.347

Summary:
Kohn-Sham gap   10.8258 eV
2S+1   1
SMILES   [H]/N=C(\N)OC=O



# C2H4N2O2

A 2-piece molecular cluster, C2H4N2O2 overall at a distorted geometry (ωB97M-V/def2-TZVPD, the Open Molecules 2025 dataset).

Each line ends with the natural charge from an NBO analysis.
Atoms and positions in Å:
1 O 1.290 0.165 0.288  -0.511
2 O 1.259 -1.696 -0.649  -0.312
3 N 0.588 -1.049 -2.702  -0.115
4 N 0.884 -1.361 -1.684  0.438
5 C 0.379 0.379 0.991  0.451
6 C -0.958 0.855 0.543  -0.724
7 H -1.656 0.944 1.297  0.221
8 H -0.786 1.635 -0.127  0.238
9 H 0.324 0.148 2.070  0.083
10 H -1.324 -0.019 -0.027  0.231

Summary:
Kohn-Sham gap   10.9929 eV
2S+1   1
SMILES   N#[N+][O-].CC=O



# C2H4N2O2

One molecule with the formula C2H4N2O2 at a distorted geometry (ωB97M-V/def2-TZVPD, the Open Molecules 2025 dataset).

Each line ends with the natural charge from an NBO analysis.
Atoms and positions in Å:
1 O -3.823 1.263 0.223  -0.334
2 O -3.840 -0.813 -0.279  -0.406
3 N -3.313 0.254 -0.067  0.620
4 N -1.974 0.393 -0.325  -0.310
5 C 0.362 -0.490 -0.115  -0.682
6 C -1.128 -0.557 0.080  0.206
7 H -1.436 -1.295 0.720  0.174
8 H 0.640 0.304 -0.806  0.245
9 H 0.770 -1.335 -0.595  0.243
10 H 0.799 -0.563 0.872  0.243

Summary:
Kohn-Sham gap   10.4389 eV
2S+1   1
SMILES   C/C=N/[N+](=O)[O-]



# C2H4N2O2

One molecule with the formula C2H4N2O2 at a distorted geometry (ωB97M-V/def2-TZVPD, the Open Molecules 2025 dataset).

Each line ends with the natural charge from an NBO analysis.
Atoms and positions in Å:
1 O 1.815 1.035 -0.233  -0.645
2 O 0.504 -0.740 -0.802  -0.536
3 N -0.008 0.112 0.010  -0.104
4 N -1.800 -1.356 0.574  -0.618
5 C 0.602 1.237 0.098  0.442
6 C -1.318 -0.195 0.415  0.232
7 H 0.191 1.930 0.843  0.180
8 H -1.867 0.578 1.051  0.186
9 H 1.456 -0.186 -0.820  0.488
10 H -1.381 -2.235 0.037  0.375

Summary:
Kohn-Sham gap   9.9161 eV
2S+1   1
SMILES   [H]/N=C\N(O)C=O



# C2H4N2O2

A 2-piece molecular cluster, C2H4N2O2 overall at a distorted geometry (ωB97M-V/def2-TZVPD, the Open Molecules 2025 dataset).

Each line ends with the natural charge from an NBO analysis.
Atoms and positions in Å:
1 O -0.466 -1.798 2.536  -0.217
2 O -1.031 -0.211 1.141  -0.215
3 N -0.079 -0.684 0.529  0.052
4 N 0.283 -2.209 1.790  0.143
5 C 0.392 -0.184 -0.586  -0.011
6 C -0.046 1.207 -1.104  -0.661
7 H -0.591 1.745 -0.204  0.228
8 H 1.304 -0.749 -1.045  0.213
9 H 0.914 1.600 -1.104  0.229
10 H -0.679 1.283 -1.953  0.239

Summary:
Kohn-Sham gap (spin up / spin down)   8.5369 / 7.6081 eV
2S+1   3



# C2H4N2O2S

C2H4N2O2S as an isolated structure at a distorted geometry (ωB97M-V/def2-TZVPD, the Open Molecules 2025 dataset).

Each line ends with the natural charge from an NBO analysis.
Atoms and positions in Å:
1 S -2.328 -0.638 -0.018  0.359
2 O -0.164 0.731 -0.275  -0.486
3 O 2.283 0.047 0.310  -0.553
4 N -0.818 -1.410 0.121  -0.654
5 N 1.439 -0.891 -0.305  -0.330
6 C 0.100 -0.589 -0.112  0.632
7 C -1.505 1.014 0.095  -0.210
8 H -1.896 1.746 -0.628  0.209
9 H 2.841 0.378 -0.455  0.478
10 H -1.580 1.378 1.096  0.184
11 H 1.629 -1.766 0.171  0.372

Summary:
Kohn-Sham gap   9.0031 eV
2S+1   1



# C2H4N2O2S

One molecule with the formula C2H4N2O2S at a distorted geometry (ωB97M-V/def2-TZVPD, the Open Molecules 2025 dataset).

Each line ends with the natural charge from an NBO analysis.
Atoms and positions in Å:
1 S -2.746 -0.339 0.388  1.368
2 O -3.983 -0.248 -0.318  -0.812
3 O -1.811 0.823 -0.279  -0.484
4 N -0.077 -1.005 0.629  -0.669
5 N -0.489 1.048 -0.289  -0.099
6 C 1.806 0.216 -0.145  -0.683
7 C 0.329 0.138 0.181  0.312
8 H 2.140 -0.698 -0.594  0.233
9 H 1.714 0.954 -0.905  0.237
10 H 0.757 -1.706 0.745  0.354
11 H 2.360 0.817 0.587  0.243

Summary:
Kohn-Sham gap (spin up / spin down)   8.6039 / 6.9919 eV
2S+1   1



# C2H4N2O2S

One molecule with the formula C2H4N2O2S at a distorted geometry (ωB97M-V/def2-TZVPD, the Open Molecules 2025 dataset).

Each line ends with the natural charge from an NBO analysis.
Atoms and positions in Å:
1 S 0.966 1.191 -2.755  -0.075
2 O 0.027 -1.813 0.262  -0.554
3 O -0.259 1.193 2.006  -0.569
4 N 0.486 1.000 -0.169  -0.618
5 N -0.691 -0.796 0.928  -0.377
6 C 0.361 0.500 -1.404  -0.051
7 C -0.136 0.528 1.002  0.772
8 H -0.600 -2.258 -0.304  0.475
9 H -0.840 -1.099 1.887  0.382
10 H 0.859 1.939 -0.056  0.429
11 H -0.173 -0.385 -1.398  0.187

Summary:
Kohn-Sham gap   8.9440 eV
2S+1   1
SMILES   O=C(NO)NC=S



# C2H4N2O3S

An isolated ion of composition C2H4N2O3S and charge -2 at a distorted geometry (ωB97M-V/def2-TZVPD, the Open Molecules 2025 dataset).

Each line ends with the natural charge from an NBO analysis.
Atoms and positions in Å:
1 S 1.386 0.541 -0.021  2.027
2 O 1.932 0.161 -1.347  -1.054
3 O 1.815 1.986 0.222  -1.044
4 O -1.578 -1.160 0.591  -0.795
5 N -0.305 0.667 -0.270  -0.913
6 N -2.547 0.387 -0.687  -0.916
7 C 2.215 -0.624 1.482  -1.009
8 C -1.285 -0.165 -0.126  0.734
9 H 1.322 -1.198 1.733  0.150
10 H 2.879 -1.132 0.741  0.142
11 H -3.274 -0.358 -0.713  0.341
12 H -2.561 0.894 -1.604  0.338

Summary:
Kohn-Sham gap   6.2759 eV
2S+1   1
SMILES   C=[S@](=O)([O-])/N=C(/N)[O-]
Net charge   -2



> Which formula does entry 10 have?

C2H4N2O3S



> Which of these has the highest 2S+1?

number 6



> Look up the 2S+1 of the fourth one.

1